Record 1
C4H8O2 | the ωB97M-V functional and the def2-TZVPD basis

```
14
Properties=species:S:1:pos:R:3:forces:R:3
C 1.614898 0.305808 -0.010656 -3.76 0.88 -0.80
C 2.197971 -1.051938 -0.011879 0.37 -0.33 0.05
C -1.128371 1.495712 0.170728 -0.09 -0.26 -0.08
C -0.654007 0.182754 -0.364961 3.40 0.17 0.68
O 2.072623 1.388469 0.155600 0.35 -0.61 0.10
O -1.040661 -0.970356 0.285658 -0.34 -0.02 0.10
H 2.607144 -1.269169 0.975126 0.07 -0.02 0.06
H 3.014984 -1.092218 -0.733713 0.06 0.02 -0.01
H 1.444555 -1.796812 -0.260912 0.01 0.09 0.05
H -0.803870 1.636338 1.203181 0.01 0.03 0.02
H -2.219923 1.566614 0.138595 -0.05 0.02 -0.02
H -0.713557 2.304279 -0.424997 0.07 0.06 0.01
H -0.698515 0.031583 -1.435350 -0.13 0.01 -0.04
H -1.148153 -0.777176 1.225355 0.03 -0.03 -0.11
```
Forces are in eV/Å.

Frontier orbital gap, eV: 8.07
Total charge: 0
2S+1: 1
ΔE to the lowest compared entry with this formula, charge and spin, kcal per mole: 70.0
Maximum force, Eh/bohr: 0.0767
Calculated total energy, eV: -8370.248
E_LUMO, eV: 0.82



Record 2
C14H12Cl2KNO4S4 | the ωB97M-V functional and the def2-TZVPD basis

```
38
Properties=species:S:1:pos:R:3:forces:R:3
K 0.144496 -0.041402 -0.543913 -1.04 -0.53 -0.81
O -1.982697 -1.533429 -7.786334 -0.03 -0.05 0.15
C -1.726959 -1.387304 -6.598288 0.10 0.09 -0.17
S -0.551239 -2.328224 -5.702738 0.01 -0.10 -0.11
C -0.697333 -1.542247 -4.126851 0.21 -0.08 0.42
C -1.590695 -0.528042 -4.068868 -0.01 0.17 0.50
S -2.055325 0.501274 -2.708870 0.04 -0.14 -0.35
S -2.449987 -0.169685 -5.566921 -0.11 0.04 -0.09
S 0.355129 -2.226132 -2.887717 -0.24 0.20 -0.26
Cl 6.052943 2.201938 4.632222 -0.13 -0.06 -0.14
C 4.798439 1.758097 3.474974 0.06 -0.06 -0.07
C 5.135442 0.985004 2.350510 0.30 0.00 0.12
C 4.183679 0.625968 1.445078 -0.24 -0.04 -0.02
Cl 4.629188 -0.337975 0.064700 -0.06 0.11 0.14
C 2.780443 0.998504 1.574800 0.09 -0.04 -0.22
O 1.918263 0.647309 0.744730 1.07 0.34 0.75
C 2.508388 1.807505 2.730263 -0.46 0.38 0.26
C 1.179238 2.369262 3.009020 0.44 -0.32 -0.09
O 0.167309 2.289190 2.348513 -0.16 0.04 -0.04
C 3.505773 2.159281 3.650342 0.06 0.03 0.09
H 6.160262 0.668569 2.200658 -0.02 0.01 0.01
H 1.158525 2.932965 3.972716 -0.01 0.05 0.00
H 3.240724 2.767369 4.509652 -0.02 -0.01 -0.03
C -2.197151 0.974408 4.076291 0.11 0.18 0.03
N -2.889326 1.395922 2.878397 -0.23 -0.08 -0.19
C -3.422269 2.738046 2.859106 0.02 0.07 0.10
C -2.844115 0.601134 1.763368 0.33 0.01 0.07
C -3.481937 1.111767 0.497675 -0.13 0.10 -0.04
O -2.289594 -0.487167 1.796394 -0.01 -0.10 0.02
H -2.890646 0.593257 4.834457 -0.02 0.01 -0.02
H -1.647874 1.822015 4.490306 -0.01 0.01 0.01
H -1.481899 0.198409 3.827342 -0.02 -0.07 -0.07
H -3.833795 2.974383 3.843029 -0.03 -0.01 0.01
H -4.225059 2.832020 2.132792 0.00 -0.02 0.00
H -2.652962 3.483460 2.627381 0.05 -0.05 0.00
H -4.569866 1.159789 0.604575 0.03 -0.01 0.02
H -3.240219 0.433999 -0.318971 0.00 -0.02 -0.01
H -3.133572 2.110661 0.228719 0.04 -0.03 0.03
```
Forces are in eV/Å.

Frontier orbital gap, eV: 4.06
Total charge: -2
2S+1: 1
ΔE to the lowest compared entry with this formula, charge and spin, kcal per mole: 14.1
Maximum force, Eh/bohr: 0.0277
Calculated total energy, eV: -109107.664
E_LUMO, eV: 3.83



Which value of E_LUMO does entry 2 give?
3.83 eV



What did the second record say?
C14H12Cl2KNO4S4 | the ωB97M-V functional and the def2-TZVPD basis

```
38
Properties=species:S:1:pos:R:3:forces:R:3
K 0.144496 -0.041402 -0.543913 -1.04 -0.53 -0.81
O -1.982697 -1.533429 -7.786334 -0.03 -0.05 0.15
C -1.726959 -1.387304 -6.598288 0.10 0.09 -0.17
S -0.551239 -2.328224 -5.702738 0.01 -0.10 -0.11
C -0.697333 -1.542247 -4.126851 0.21 -0.08 0.42
C -1.590695 -0.528042 -4.068868 -0.01 0.17 0.50
S -2.055325 0.501274 -2.708870 0.04 -0.14 -0.35
S -2.449987 -0.169685 -5.566921 -0.11 0.04 -0.09
S 0.355129 -2.226132 -2.887717 -0.24 0.20 -0.26
Cl 6.052943 2.201938 4.632222 -0.13 -0.06 -0.14
C 4.798439 1.758097 3.474974 0.06 -0.06 -0.07
C 5.135442 0.985004 2.350510 0.30 0.00 0.12
C 4.183679 0.625968 1.445078 -0.24 -0.04 -0.02
Cl 4.629188 -0.337975 0.064700 -0.06 0.11 0.14
C 2.780443 0.998504 1.574800 0.09 -0.04 -0.22
O 1.918263 0.647309 0.744730 1.07 0.34 0.75
C 2.508388 1.807505 2.730263 -0.46 0.38 0.26
C 1.179238 2.369262 3.009020 0.44 -0.32 -0.09
O 0.167309 2.289190 2.348513 -0.16 0.04 -0.04
C 3.505773 2.159281 3.650342 0.06 0.03 0.09
H 6.160262 0.668569 2.200658 -0.02 0.01 0.01
H 1.158525 2.932965 3.972716 -0.01 0.05 0.00
H 3.240724 2.767369 4.509652 -0.02 -0.01 -0.03
C -2.197151 0.974408 4.076291 0.11 0.18 0.03
N -2.889326 1.395922 2.878397 -0.23 -0.08 -0.19
C -3.422269 2.738046 2.859106 0.02 0.07 0.10
C -2.844115 0.601134 1.763368 0.33 0.01 0.07
C -3.481937 1.111767 0.497675 -0.13 0.10 -0.04
O -2.289594 -0.487167 1.796394 -0.01 -0.10 0.02
H -2.890646 0.593257 4.834457 -0.02 0.01 -0.02
H -1.647874 1.822015 4.490306 -0.01 0.01 0.01
H -1.481899 0.198409 3.827342 -0.02 -0.07 -0.07
H -3.833795 2.974383 3.843029 -0.03 -0.01 0.01
H -4.225059 2.832020 2.132792 0.00 -0.02 0.00
H -2.652962 3.483460 2.627381 0.05 -0.05 0.00
H -4.569866 1.159789 0.604575 0.03 -0.01 0.02
H -3.240219 0.433999 -0.318971 0.00 -0.02 -0.01
H -3.133572 2.110661 0.228719 0.04 -0.03 0.03
```
Forces are in eV/Å.

Frontier orbital gap, eV: 4.06
Total charge: -2
2S+1: 1
ΔE to the lowest compared entry with this formula, charge and spin, kcal per mole: 14.1
Maximum force, Eh/bohr: 0.0277
Calculated total energy, eV: -109107.664
E_LUMO, eV: 3.83



Which value of maximum force does entry 2 give?
0.0277 Eh/bohr